(1)
# C30H29BrCl2GdN8O4S

C30H29BrCl2GdN8O4S as an isolated structure in a non-equilibrium geometry (ωB97M-V/def2-TZVPD, the OMol25 dataset).

Structure (ORCA input):
```
! wB97M-V def2-TZVPD RIJCOSX def2/J DEFGRID3
* xyz 1 8
Gd 0.41 -0.44 -0.91
Cl 3.44 -7.00 -3.45
C 2.54 -5.59 -3.01
C 1.25 -5.41 -3.54
C 0.50 -4.30 -3.22
Cl -1.06 -4.09 -3.92
C 0.99 -3.32 -2.32
O 0.28 -2.29 -2.00
C 2.30 -3.51 -1.82
C 2.94 -2.54 -0.99
O 2.47 -1.46 -0.60
C 3.06 -4.65 -2.17
H 0.85 -6.14 -4.22
H 3.97 -2.78 -0.68
H 4.06 -4.77 -1.77
N -1.61 0.92 -1.17
C -2.22 1.80 -1.62
N -2.90 2.77 -2.13
C -2.33 3.65 -3.17
C -3.43 3.94 -4.17
O -4.55 4.50 -3.53
C -5.12 3.61 -2.59
C -4.13 3.29 -1.49
H -1.49 3.13 -3.64
H -1.98 4.56 -2.69
H -3.72 3.01 -4.70
H -3.08 4.66 -4.91
H -5.44 2.69 -3.10
H -5.99 4.10 -2.17
H -4.52 2.52 -0.82
H -3.86 4.17 -0.91
C 1.73 -2.84 5.39
C 2.60 -2.13 4.36
C 1.92 -1.94 3.02
N 0.79 -1.02 3.18
C -0.27 -0.93 2.43
S -0.58 -2.02 1.11
N -1.24 -0.01 2.71
C -1.50 0.74 3.89
O -2.63 1.05 4.12
C -0.36 1.07 4.79
C 0.78 1.69 4.28
C 1.82 2.03 5.14
C 1.72 1.74 6.49
C 0.58 1.13 7.00
C -0.47 0.80 6.15
H 2.22 -2.86 6.36
H 1.53 -3.87 5.09
H 0.77 -2.34 5.53
H 3.52 -2.69 4.18
H 2.93 -1.15 4.74
H 1.54 -2.88 2.63
H 2.60 -1.51 2.28
H 0.89 -0.33 3.92
H -2.07 -0.11 2.14
H 0.86 1.90 3.22
H 2.70 2.52 4.75
H 2.53 2.00 7.16
H 0.50 0.91 8.06
H -1.37 0.35 6.54
Br -2.32 -0.90 -6.24
C -0.72 -0.35 -5.42
C 0.42 -0.12 -6.17
C 1.57 0.28 -5.51
C 1.53 0.42 -4.13
N 0.43 0.19 -3.41
C -0.68 -0.19 -4.05
H 0.41 -0.24 -7.24
H 2.49 0.48 -6.04
H 2.42 0.73 -3.58
H -1.55 -0.39 -3.45
N 1.20 1.26 0.39
C 0.82 2.36 0.57
N 0.46 3.53 0.86
C -0.60 4.08 0.31
N -1.54 4.56 -0.16
*
```

⟨S²⟩	16.028
calculated total energy	-178445.865	eV

---

(2)
# C30H29ClN3O6Pt

C30H29ClN3O6Pt as an isolated structure in a non-equilibrium geometry (ωB97M-V/def2-TZVPD, the OMol25 dataset).

Structure (ORCA input):
```
! wB97M-V def2-TZVPD RIJCOSX def2/J DEFGRID3
* xyz 1 1
Pt 0.81 -0.47 -1.41
O -1.34 -2.40 -6.56
C -2.23 -1.58 -6.09
O -3.28 -1.37 -6.65
C -1.95 -0.86 -4.80
C -2.81 0.11 -4.28
Cl -4.25 0.56 -5.04
N -2.29 0.56 -3.10
N -1.13 -0.09 -2.85
C -0.92 -0.95 -3.85
C 0.25 -1.88 -3.82
O 0.48 -2.62 -4.76
O 0.96 -1.86 -2.76
C -2.78 1.55 -2.21
C -3.93 2.29 -2.50
C -4.39 3.24 -1.61
C -3.72 3.51 -0.43
C -2.57 2.78 -0.15
C -2.11 1.81 -1.02
H -0.53 -2.55 -5.98
H -4.47 2.12 -3.41
H -5.29 3.79 -1.86
H -4.08 4.26 0.25
H -2.03 2.99 0.76
H -1.22 1.27 -0.77
C 1.39 -2.05 1.42
C 2.43 -2.35 0.33
C 1.98 -3.62 -0.44
C 3.81 -2.62 0.95
C 2.52 -1.21 -0.61
H 1.25 -2.91 2.07
H 0.43 -1.81 0.94
H 1.71 -1.20 2.01
H 1.95 -4.47 0.23
H 2.65 -3.83 -1.27
H 0.98 -3.45 -0.85
H 3.76 -3.46 1.64
H 4.16 -1.75 1.50
H 4.53 -2.86 0.17
H 3.35 -1.20 -1.31
C -2.89 -1.59 2.13
O -1.89 -0.61 2.36
C -0.99 -0.73 3.35
C -0.89 -1.78 4.26
C 0.06 -1.75 5.26
C 0.94 -0.67 5.38
C 0.89 0.37 4.48
C -0.04 0.35 3.43
N -0.04 1.28 2.44
C 0.79 2.38 2.38
C 1.59 2.73 1.29
C 2.47 3.84 1.37
C 3.38 4.10 0.37
C 3.47 3.28 -0.76
C 2.57 2.24 -0.91
C 1.63 1.93 0.08
O 0.77 0.95 -0.06
H -3.10 -2.19 3.02
H -2.57 -2.24 1.32
H -3.79 -1.05 1.84
H -1.54 -2.63 4.19
H 0.13 -2.58 5.95
H 1.68 -0.66 6.16
H 1.59 1.18 4.55
H -0.50 1.00 1.58
H 0.87 2.96 3.29
H 2.44 4.46 2.25
H 4.06 4.94 0.47
H 4.22 3.46 -1.51
H 2.58 1.61 -1.80
*
```

calculated total energy	-64096.370	eV

---

(3)
# C30H29CoIN4O5

C30H29CoIN4O5 as an isolated structure in a non-equilibrium geometry (ωB97M-V/def2-TZVPD, the OMol25 dataset).

Structure (ORCA input):
```
! wB97M-V def2-TZVPD RIJCOSX def2/J DEFGRID3
* xyz 0 2
Co -0.68 1.20 -0.33
C 3.22 2.24 -1.84
C 3.20 1.64 -0.47
N 4.31 1.14 0.04
C 4.29 0.57 1.25
C 3.17 0.50 2.04
C 3.23 -0.15 3.40
O 2.22 -1.13 3.61
C 1.95 1.02 1.53
C 0.75 1.03 2.32
N -0.43 1.15 1.83
C -1.53 1.14 2.69
C -1.60 0.26 3.77
C -2.72 0.20 4.58
C -3.81 1.02 4.32
C -3.76 1.91 3.26
C -2.64 1.96 2.45
I -2.60 3.32 0.86
C 1.95 1.58 0.23
O 0.89 2.07 -0.32
H 4.25 2.31 -2.18
H 2.75 3.22 -1.84
H 2.65 1.61 -2.52
H 5.23 0.16 1.59
H 3.07 0.60 4.18
H 4.22 -0.58 3.54
H 2.37 -1.86 2.99
H 0.87 0.99 3.41
H -0.77 -0.41 3.95
H -2.76 -0.50 5.40
H -4.69 0.97 4.94
H -4.59 2.58 3.05
O 2.05 -5.92 0.32
C 2.09 -5.43 -0.94
O 2.54 -6.10 -1.82
C 1.57 -4.05 -1.14
C 1.13 -3.71 -2.42
C 0.62 -2.47 -2.69
C 0.57 -1.48 -1.70
C 1.00 -1.82 -0.41
C 1.49 -3.08 -0.14
N 0.10 -0.18 -1.89
C 0.00 0.31 -3.07
C -0.43 1.67 -3.30
C -0.36 2.21 -4.58
C -0.65 3.55 -4.78
C -0.98 4.31 -3.67
C -1.08 3.68 -2.43
N -0.84 2.40 -2.25
H 1.58 -5.32 0.92
H 1.18 -4.47 -3.19
H 0.23 -2.27 -3.68
H 0.95 -1.07 0.36
H 1.85 -3.30 0.86
H 0.32 -0.25 -3.95
H -0.07 1.58 -5.41
H -0.60 3.99 -5.76
H -1.18 5.37 -3.76
H -1.35 4.26 -1.56
C -4.11 -1.03 -0.65
C -2.62 -1.03 -0.32
C -2.38 -1.80 0.99
O -2.16 0.27 -0.25
H -4.49 -2.05 -0.67
H -4.27 -0.57 -1.63
H -4.65 -0.45 0.10
H -2.10 -1.58 -1.12
H -2.99 -1.37 1.79
H -1.33 -1.74 1.28
H -2.65 -2.85 0.86
*
```

⟨S²⟩	0.816
calculated total energy	-93506.318	eV

---

(4)
# C30H29F3N7O2OsS3

C30H29F3N7O2OsS3 as an isolated structure in a non-equilibrium geometry (ωB97M-V/def2-TZVPD, the OMol25 dataset).

Structure (ORCA input):
```
! wB97M-V def2-TZVPD RIJCOSX def2/J DEFGRID3
* xyz 3 1
Os -0.29 0.01 -0.37
N 1.09 2.57 1.42
C 1.91 2.07 0.49
N 3.05 2.68 0.26
C 3.90 2.13 -0.61
N 5.01 2.75 -0.91
N 3.68 0.91 -1.19
C 2.53 0.37 -0.95
N 1.52 0.93 -0.19
C 2.24 -0.98 -1.42
C 3.18 -1.80 -2.02
C 2.86 -3.13 -2.25
C 1.60 -3.58 -1.88
C 0.69 -2.70 -1.33
N 1.00 -1.41 -1.11
H 1.43 3.34 1.98
H 0.25 2.09 1.67
H 5.23 3.64 -0.48
H 5.68 2.32 -1.52
H 4.15 -1.38 -2.26
H 3.58 -3.80 -2.70
H 1.31 -4.61 -2.03
H -0.30 -3.02 -1.07
O -1.65 -1.34 0.32
S -2.26 -2.67 0.85
C -3.62 -2.15 1.94
C -3.45 -0.71 2.44
C -4.05 0.30 1.45
C -3.84 1.73 1.93
S -2.37 2.52 1.19
O -1.49 1.33 0.74
C -3.07 3.25 -0.26
C -3.52 2.48 -1.33
C -4.06 3.12 -2.43
C -4.13 4.51 -2.46
C -3.68 5.27 -1.39
C -3.14 4.64 -0.28
C -1.08 -3.23 2.06
C -1.30 -4.51 2.57
C -0.44 -4.98 3.55
C 0.61 -4.19 4.00
C 0.83 -2.93 3.46
C -0.02 -2.44 2.48
H -3.61 -2.88 2.75
H -4.54 -2.27 1.36
H -2.39 -0.50 2.61
H -3.96 -0.62 3.40
H -5.12 0.11 1.34
H -3.59 0.16 0.48
H -3.70 1.78 3.01
H -4.67 2.39 1.67
H -3.47 1.40 -1.29
H -4.44 2.54 -3.26
H -4.55 5.01 -3.33
H -3.75 6.35 -1.42
H -2.80 5.22 0.57
H -2.11 -5.12 2.21
H -0.59 -5.97 3.97
H 1.28 -4.57 4.76
H 1.64 -2.32 3.82
H 0.14 -1.46 2.05
F -1.13 -0.41 -5.47
C -1.81 0.72 -5.25
F -3.07 0.39 -4.92
F -1.83 1.44 -6.36
C -1.17 1.49 -4.11
C -0.71 2.78 -4.26
C -0.11 3.42 -3.17
C 0.07 2.74 -2.00
N -0.36 1.46 -1.87
C -1.00 0.88 -2.88
S -1.58 -0.63 -2.31
H -0.83 3.29 -5.21
H 0.23 4.44 -3.25
H 0.54 3.20 -1.16
*
```

calculated total energy	-89208.896	eV

---

(5)
# C30H29HoN5O4S

C30H29HoN5O4S as an isolated structure in a non-equilibrium geometry (ωB97M-V/def2-TZVPD, the OMol25 dataset).

Structure (ORCA input):
```
! wB97M-V def2-TZVPD RIJCOSX def2/J DEFGRID3
* xyz -1 5
Ho 0.69 -0.10 -0.84
C -1.29 -0.36 -2.54
C -1.44 0.93 -1.98
C -0.36 1.75 -2.41
C 0.47 0.94 -3.23
C -0.10 -0.35 -3.31
C 0.42 -1.44 -4.22
C 1.67 1.39 -4.02
C -0.32 3.24 -2.30
C -2.64 1.42 -1.21
C -2.32 -1.45 -2.44
H 1.37 -1.84 -3.87
H 0.58 -1.04 -5.22
H -0.29 -2.26 -4.29
H 2.10 2.31 -3.61
H 1.39 1.59 -5.06
H 2.44 0.63 -4.02
H -0.97 3.68 -3.06
H 0.69 3.63 -2.46
H -0.66 3.60 -1.33
H -2.35 2.11 -0.41
H -3.17 0.58 -0.75
H -3.34 1.95 -1.86
H -2.51 -1.73 -1.40
H -2.00 -2.34 -2.98
H -3.26 -1.12 -2.88
O 2.69 -7.04 -2.50
C 3.21 -6.29 -1.66
O 4.25 -6.38 -0.99
C 2.39 -4.98 -1.41
C 1.01 -4.96 -1.56
C 0.32 -3.78 -1.39
N 0.94 -2.63 -1.11
C 2.27 -2.66 -0.94
C 3.04 -3.80 -1.06
C 2.66 -1.23 -0.64
O 2.44 -0.81 0.52
O 2.75 -0.45 -1.63
H 0.50 -5.87 -1.84
H -0.76 -3.72 -1.47
H 4.10 -3.80 -0.89
S -1.06 -0.90 1.02
C -0.80 0.51 2.03
N -1.30 0.60 3.25
N -1.93 -0.45 3.69
C -2.42 -0.51 4.99
C -3.06 -1.67 5.43
C -3.54 -1.74 6.72
C -3.40 -0.67 7.59
C -2.77 0.48 7.15
C -2.28 0.57 5.87
N -0.10 1.63 1.73
N 0.61 1.69 0.68
C 1.28 2.93 0.55
C 2.41 2.96 -0.27
C 3.08 4.15 -0.48
C 2.64 5.32 0.12
C 1.52 5.29 0.93
C 0.84 4.11 1.16
H -1.95 -1.27 3.08
H -3.16 -2.51 4.76
H -4.04 -2.65 7.06
H -3.78 -0.74 8.61
H -2.66 1.33 7.83
H -1.78 1.46 5.51
H 2.75 2.04 -0.73
H 3.97 4.16 -1.11
H 3.16 6.25 -0.06
H 1.16 6.21 1.39
H -0.04 4.07 1.78
*
```

⟨S²⟩	6.005
calculated total energy	-83859.878	eV

---

(6)
# C30H29IrN3O3P

C30H29IrN3O3P as an isolated structure (ωB97M-V/def2-TZVPD, the OMol25 dataset).

Structure (ORCA input):
```
! wB97M-V def2-TZVPD RIJCOSX def2/J DEFGRID3
* xyz 2 1
Ir -0.71 -0.34 0.34
C -2.53 -2.75 2.14
C -3.39 -2.27 0.97
C -3.87 -0.83 1.16
C -2.70 -2.46 -0.39
C -2.62 -3.94 -0.78
O -1.25 -4.12 -1.22
C -0.56 -3.03 -1.02
N -1.26 -2.03 -0.50
C 0.83 -3.08 -1.47
C 1.24 -4.26 -2.11
C 2.53 -4.37 -2.61
C 3.42 -3.32 -2.47
C 3.02 -2.15 -1.83
C 1.73 -2.02 -1.33
P 1.36 -0.44 -0.52
C 1.54 0.82 -1.77
C 1.83 2.13 -1.38
C 1.93 3.12 -2.34
C 1.73 2.82 -3.68
C 1.42 1.52 -4.07
C 1.32 0.52 -3.12
C 2.61 -0.21 0.75
C 3.84 0.38 0.44
C 4.80 0.50 1.42
C 4.55 0.04 2.71
C 3.33 -0.54 3.02
C 2.36 -0.67 2.04
H -3.10 -2.69 3.06
H -1.63 -2.15 2.27
H -2.22 -3.79 2.02
H -4.27 -2.91 0.91
H -3.05 -0.11 1.05
H -4.29 -0.69 2.15
H -4.61 -0.55 0.42
H -3.23 -1.89 -1.15
H -3.27 -4.22 -1.60
H -2.77 -4.61 0.06
H 0.56 -5.08 -2.22
H 2.83 -5.28 -3.11
H 4.43 -3.40 -2.85
H 3.73 -1.34 -1.71
H 1.98 2.37 -0.34
H 2.17 4.13 -2.04
H 1.80 3.60 -4.43
H 1.26 1.29 -5.11
H 1.09 -0.49 -3.43
H 4.04 0.75 -0.56
H 5.76 0.95 1.18
H 5.31 0.15 3.47
H 3.14 -0.90 4.02
H 1.41 -1.12 2.29
O -0.61 0.29 2.19
N -1.09 1.48 2.47
N -1.40 2.11 1.45
O -1.22 1.55 0.25
C -1.99 3.44 1.50
C -2.21 4.03 2.73
C -2.80 5.28 2.75
C -3.17 5.91 1.56
C -2.92 5.29 0.34
C -2.32 4.04 0.30
H -1.92 3.54 3.65
H -2.98 5.77 3.70
H -3.65 6.87 1.59
H -3.19 5.79 -0.58
H -2.12 3.55 -0.64
*
```

calculated total energy	-54304.294	eV

---

(7)
# C30H29N2S3Ta

C30H29N2S3Ta as an isolated structure in a non-equilibrium geometry (ωB97M-V/def2-TZVPD, the OMol25 dataset).

Structure (ORCA input):
```
! wB97M-V def2-TZVPD RIJCOSX def2/J DEFGRID3
* xyz 0 1
Ta -0.28 -0.16 -0.31
C 0.23 -2.77 0.30
C 0.88 -2.07 1.37
C 2.05 -1.47 0.83
C 2.14 -1.81 -0.54
C 1.01 -2.61 -0.88
C 0.80 -3.37 -2.15
C 3.34 -1.52 -1.38
C 3.12 -0.74 1.58
C 0.55 -2.21 2.81
C -0.87 -3.76 0.51
H -0.18 -3.15 -2.59
H 0.84 -4.44 -1.96
H 1.56 -3.12 -2.88
H 4.17 -2.16 -1.07
H 3.65 -0.48 -1.24
H 3.16 -1.68 -2.44
H 4.03 -1.35 1.63
H 2.82 -0.52 2.60
H 3.38 0.19 1.07
H 1.08 -3.07 3.22
H -0.51 -2.37 2.96
H 0.84 -1.33 3.39
H -1.23 -4.16 -0.44
H -1.71 -3.31 1.05
H -0.51 -4.59 1.11
S -3.66 2.08 2.08
C -2.50 1.31 1.23
S -1.81 -0.20 1.72
S -1.82 1.92 -0.24
N 0.77 1.52 1.39
C 1.57 2.67 1.10
C 1.84 3.53 2.17
C 2.68 4.61 2.04
C 3.36 4.78 0.84
C 3.07 3.95 -0.22
C 2.11 2.93 -0.17
C 1.77 2.25 -1.43
C 2.06 2.96 -2.61
C 2.02 2.37 -3.86
C 1.68 1.03 -3.96
C 1.24 0.37 -2.83
C 1.22 0.96 -1.56
H 1.33 0.89 1.96
H -0.01 1.81 1.98
H 1.36 3.33 3.12
H 2.84 5.28 2.87
H 4.09 5.57 0.73
H 3.64 4.09 -1.13
H 2.31 4.01 -2.55
H 2.27 2.95 -4.73
H 1.72 0.53 -4.92
H 0.90 -0.64 -2.96
N -4.70 -1.50 -6.36
C -4.07 -1.31 -5.42
C -3.27 -1.07 -4.28
C -3.18 -2.03 -3.28
C -2.37 -1.81 -2.18
C -1.63 -0.64 -2.05
C -1.77 0.33 -3.05
C -2.57 0.13 -4.16
H -3.74 -2.95 -3.37
H -2.33 -2.56 -1.41
H -1.27 1.28 -2.95
H -2.65 0.88 -4.92
*
```

calculated total energy	-68618.455	eV

---

- Which of these has the lowest calculated total energy?
  C30H29BrCl2GdN8O4S

---

- Which of these has the lowest calculated total energy?
  C30H29BrCl2GdN8O4S